[1]
74
Properties=species:S:1:pos:R:3 method="wB97M-V/def2-TZVPD" e_homo_ha=-0.3562 charge=0 largest_force_ev_per_a=3.6
Cl -23.466 -19.412 5.413
Cl -27.640 -19.786 6.052
Cl -24.974 -21.102 3.861
Cl -27.825 -18.178 3.693
Cl -24.176 -23.583 7.682
Cl -25.857 -26.044 7.843
O -24.658 -24.817 2.760
O -27.076 -25.370 4.581
O -18.654 -21.445 8.695
O -28.022 -20.842 1.479
O -28.890 -23.212 5.640
O -22.713 -17.102 1.399
O -25.800 -17.663 1.263
C -28.385 -21.201 -0.741
C -27.603 -24.230 3.827
C -23.644 -26.657 3.799
C -25.600 -24.336 8.447
C -23.009 -25.381 4.284
C -18.281 -21.467 7.324
C -28.971 -23.836 4.397
C -28.597 -20.158 0.347
C -24.228 -20.918 5.490
C -24.373 -26.248 2.492
C -19.703 -21.638 6.716
C -19.926 -22.021 9.085
C -23.363 -18.357 1.510
C -27.018 -21.674 -0.422
C -24.697 -18.415 0.691
C -27.043 -21.719 1.081
C -28.311 -19.768 4.392
C -20.404 -22.495 7.665
C -23.485 -24.294 3.381
H -19.824 -22.049 5.714
H -21.922 -25.465 4.275
H -29.152 -23.810 6.344
H -27.917 -19.358 0.054
H -28.562 -20.867 -1.764
H -28.032 -20.611 3.760
H -22.919 -27.446 3.601
H -20.646 -21.314 9.498
H -27.223 -22.715 1.485
H -22.719 -24.072 2.638
H -29.390 -19.800 4.545
H -23.562 -18.542 2.566
H -24.993 -20.977 6.264
H -20.126 -23.527 7.455
H -20.184 -20.662 6.663
H -25.963 -18.063 2.121
H -23.416 -21.618 5.690
H -19.805 -22.911 9.702
H -23.720 -23.386 3.936
H -27.615 -24.416 2.753
H -23.346 -25.212 5.307
H -17.972 -20.472 7.006
H -26.476 -23.796 8.088
H -26.088 -21.331 1.439
H -29.114 -21.994 -0.574
H -25.195 -19.368 0.515
H -29.512 -23.160 3.736
H -25.541 -24.309 9.535
H -23.723 -26.236 1.617
H -26.890 -23.407 3.860
H -24.446 -18.094 -0.320
H -26.233 -21.008 -0.780
H -26.784 -22.640 -0.868
H -29.549 -24.757 4.476
H -29.630 -19.864 0.528
H -17.518 -22.193 7.043
H -22.794 -19.154 1.030
H -25.250 -26.812 2.176
H -26.180 -25.409 4.238
H -22.745 -16.615 2.225
H -24.367 -26.935 4.566
H -21.478 -22.388 7.508

---

[2]
76
Properties=species:S:1:pos:R:3 method="wB97M-V/def2-TZVPD" multiplicity=2 e_homo_ha="-0.3323 / -0.3324" charge=0 largest_force_ev_per_a=18.7
Cl 14.365 -11.281 -32.584
Cl 10.078 -12.355 -34.798
Cl 13.258 -8.038 -32.852
Cl 12.122 -12.476 -31.326
Cl 14.362 -14.994 -34.048
Cl 14.094 -11.787 -35.499
Cl 14.131 -14.379 -37.509
O 10.703 -13.626 -34.578
O 7.082 -8.167 -35.349
O 5.673 -10.641 -35.995
O 8.925 -12.204 -34.028
O 9.671 -12.279 -36.127
O 11.071 -11.344 -34.465
N 7.900 -10.681 -34.568
N 6.247 -11.860 -36.526
C 12.230 -9.523 -32.870
C 6.718 -6.794 -35.209
C 6.006 -12.091 -38.032
C 8.750 -9.824 -35.479
C 8.507 -10.340 -36.971
C 6.229 -14.593 -37.616
C 12.638 -12.650 -36.157
C 12.978 -10.724 -33.494
C 6.574 -13.431 -38.474
C 6.144 -13.048 -35.579
C 4.522 -11.886 -38.472
C 12.327 -13.631 -32.676
C 6.793 -11.093 -38.870
C 6.810 -14.307 -36.325
C 12.900 -14.125 -36.310
C 4.727 -13.281 -35.027
C 13.808 -14.044 -32.658
C 8.484 -8.355 -35.303
C 7.039 -12.870 -34.287
H 6.607 -15.208 -35.745
H 7.942 -10.297 -33.635
H 12.066 -13.125 -33.605
H 12.305 -12.247 -37.113
H 3.820 -12.496 -37.904
H 11.504 -9.350 -33.665
H 9.768 -10.099 -35.201
H 7.857 -11.151 -38.642
H 4.124 -13.172 -35.928
H 7.430 -10.338 -37.143
H 6.247 -13.617 -39.497
H 7.884 -14.119 -36.333
H 6.756 -11.967 -33.746
H 11.972 -14.565 -36.675
H 6.679 -11.291 -39.936
H 4.716 -14.282 -34.596
H 6.977 -6.142 -36.042
H 13.067 -14.755 -35.436
H 6.729 -15.462 -38.044
H 11.922 -12.574 -35.339
H 8.170 -11.649 -34.469
H 5.636 -6.755 -35.086
H 11.716 -9.684 -31.923
H 13.321 -10.345 -34.456
H 8.960 -11.285 -37.270
H 4.391 -12.624 -34.225
H 8.944 -9.595 -37.636
H 14.497 -13.207 -32.544
H 4.274 -12.179 -39.492
H 9.040 -7.884 -36.114
H 6.937 -10.577 -34.854
H 12.405 -11.634 -33.674
H 13.971 -14.583 -31.724
H 7.154 -6.319 -34.330
H 8.074 -12.783 -34.618
H 4.097 -10.906 -38.260
H 6.491 -10.053 -38.745
H 9.005 -8.052 -34.395
H 5.181 -14.892 -37.626
H 7.659 -13.425 -38.575
H 6.903 -13.748 -33.656
H 11.497 -14.333 -32.592

---

[3]
72
Properties=species:S:1:pos:R:3 method="wB97M-V/def2-TZVPD" e_homo_ha=-0.4081 charge=+1 largest_force_ev_per_a=7.0
F -2.686 5.885 6.731
F -3.110 4.766 4.895
F -2.281 3.783 6.667
O -0.401 4.093 4.579
O -3.914 0.188 -0.040
O -0.106 6.086 5.755
O 0.510 0.017 0.341
N 3.390 1.810 -3.550
N -1.342 -4.628 -0.249
C 1.553 2.138 -5.407
C -2.513 -5.018 -2.388
C 3.208 3.277 -3.263
C -1.574 -5.523 -1.407
C -2.223 -4.140 2.109
C -4.333 1.058 0.806
C -5.727 0.860 1.299
C 0.591 -6.080 0.668
C -2.272 4.945 5.959
C -0.852 5.097 5.447
C 4.970 -0.092 -3.641
C -2.283 -4.983 0.860
C 0.958 4.018 4.164
C 2.950 1.497 -4.987
C 3.063 3.454 -1.796
C 1.586 2.845 4.793
C 0.098 -4.687 0.158
C 4.788 1.373 -3.309
C -3.395 2.083 1.430
Li 1.217 0.371 -2.366
Li -1.097 -1.487 -1.194
H -0.711 -5.663 -2.059
H 0.964 1.954 4.721
H -6.232 0.177 0.615
H 4.330 -0.619 -2.933
H -2.939 -4.639 2.761
H -3.456 -4.685 -1.954
H -2.120 -5.983 1.263
H 2.059 3.165 -1.486
H 0.753 1.950 -4.691
H 1.114 -6.681 -0.076
H -2.658 2.394 0.690
H 1.409 4.995 4.335
H 5.537 1.901 -3.900
H -0.180 -6.707 1.115
H 0.948 3.918 3.078
H 1.742 3.141 5.830
H 4.039 3.895 -3.604
H 5.998 -0.413 -3.474
H -1.259 -4.205 2.614
H 0.432 -0.305 1.260
H 2.845 0.414 -5.052
H 3.758 1.717 -5.684
H 0.679 -4.449 -0.733
H -5.834 0.393 2.278
H 1.091 1.627 -6.252
H -3.968 3.001 1.566
H 3.304 4.483 -1.530
H -2.600 -3.119 2.042
H -2.900 1.837 2.369
H 4.643 -0.476 -4.607
H 1.691 3.199 -5.614
H 4.846 1.458 -2.223
H -1.810 -6.555 -1.150
H 2.252 3.611 -3.666
H 1.444 -5.950 1.333
H -2.077 -4.311 -3.093
H -6.294 1.787 1.388
H 0.248 -3.924 0.922
H 2.498 2.615 4.241
H 3.751 2.833 -1.223
H -3.327 -4.930 0.551
H -2.782 -5.856 -3.031

---

Total energy? In order: -4036.8105, -4530.4549, -1473.9460 a.u..